A 13-piece molecular cluster, C39H39F13O39 overall in a non-equilibrium geometry. Source: the Open Molecules 2025 dataset; level of theory: the ωB97M-V functional and the def2-TZVPD basis.

Element x y z (Å)
C: -6.70 2.02 -0.67
C: -5.47 2.42 0.27
O: -5.58 3.85 0.23
C: -6.08 4.23 -0.98
O: -6.09 5.38 -1.46
O: -6.65 3.08 -1.61
F: -4.33 1.91 -0.16
H: -7.64 2.14 -0.14
H: -6.64 1.02 -1.11
H: -5.70 2.07 1.28
C: 2.03 -4.25 -0.82
C: 2.73 -4.66 -2.15
O: 2.27 -3.55 -2.92
C: 1.02 -3.22 -2.53
O: 0.21 -2.53 -3.13
O: 0.74 -3.91 -1.46
F: 2.28 -5.83 -2.55
H: 2.54 -3.45 -0.29
H: 1.72 -4.97 -0.06
H: 3.82 -4.67 -2.16
C: 0.16 1.48 -5.29
C: 0.05 0.69 -3.94
O: -0.99 1.37 -3.29
C: -1.47 2.43 -3.97
O: -2.32 3.23 -3.60
O: -0.73 2.59 -5.09
F: 1.15 0.74 -3.12
H: -0.27 0.83 -6.05
H: 1.17 1.78 -5.53
H: -0.13 -0.35 -4.24
C: 3.71 3.26 3.42
C: 3.00 2.03 2.89
O: 2.75 2.34 1.54
C: 3.68 3.27 1.17
O: 3.96 3.53 0.02
O: 4.28 3.79 2.22
F: 1.87 1.74 3.51
H: 4.41 3.03 4.22
H: 3.03 3.98 3.86
H: 3.54 1.09 3.00
C: 3.57 -0.43 -1.04
C: 4.58 -1.51 -1.31
O: 4.61 -2.22 -0.09
C: 4.35 -1.39 0.88
O: 4.53 -1.52 2.10
O: 4.01 -0.24 0.30
F: 5.84 -1.04 -1.53
H: 2.55 -0.80 -1.11
H: 3.73 0.44 -1.68
H: 4.36 -2.22 -2.10
C: -0.48 -0.08 -0.13
C: 0.06 0.51 1.17
O: 0.69 -0.63 1.68
C: 0.25 -1.73 1.18
O: 0.46 -2.86 1.63
O: -0.39 -1.47 0.07
F: -1.03 0.76 1.96
H: 0.19 0.20 -0.94
H: -1.52 0.09 -0.40
H: 0.51 1.50 1.04
C: -2.04 5.89 -1.61
C: -2.20 5.11 -0.38
O: -1.25 5.57 0.60
C: -0.40 6.33 -0.10
O: 0.64 6.80 0.34
O: -0.80 6.48 -1.40
F: -1.88 3.86 -0.67
H: -2.79 6.67 -1.67
H: -2.05 5.23 -2.47
H: -3.26 5.16 -0.10
C: 4.82 -5.21 1.75
C: 3.90 -5.28 2.90
O: 3.56 -6.61 2.97
C: 3.77 -7.23 1.91
O: 3.36 -8.39 1.74
O: 4.35 -6.37 1.00
F: 2.75 -4.54 2.64
H: 5.83 -5.36 2.15
H: 4.61 -4.38 1.08
H: 4.28 -5.00 3.88
C: 5.03 4.09 -4.18
C: 4.18 2.86 -4.60
O: 3.07 3.60 -5.10
C: 2.92 4.77 -4.42
O: 1.82 5.39 -4.26
O: 4.06 5.14 -3.80
F: 3.88 2.00 -3.59
H: 5.66 4.45 -5.00
H: 5.57 3.76 -3.29
H: 4.81 2.35 -5.32
C: -2.70 -2.44 -2.06
C: -4.03 -2.10 -1.44
O: -4.73 -1.46 -2.55
C: -4.10 -1.83 -3.70
O: -4.64 -1.68 -4.76
O: -2.98 -2.47 -3.44
F: -3.78 -1.23 -0.47
H: -2.32 -3.42 -1.79
H: -1.92 -1.69 -1.92
H: -4.60 -2.95 -1.07
C: -0.84 3.83 3.06
C: -2.39 4.00 2.96
O: -2.75 3.47 4.23
C: -1.74 2.77 4.79
O: -1.85 2.26 5.86
O: -0.65 2.87 4.05
F: -2.84 3.22 1.95
H: -0.28 4.74 3.24
H: -0.38 3.48 2.14
H: -2.71 5.04 2.91
C: -2.21 -5.88 1.78
C: -1.15 -5.13 2.58
O: 0.05 -5.60 1.92
C: -0.31 -6.81 1.29
O: 0.41 -7.59 0.78
O: -1.62 -7.01 1.36
F: -1.17 -5.54 3.83
H: -2.50 -5.33 0.88
H: -3.12 -6.01 2.36
H: -1.27 -4.05 2.47
C: -3.50 0.11 3.53
C: -2.35 -0.63 4.31
O: -2.30 -1.83 3.65
C: -3.48 -2.08 3.03
O: -3.79 -3.08 2.47
O: -4.26 -0.93 3.03
F: -2.69 -0.88 5.63
H: -3.25 0.82 2.74
H: -4.18 0.63 4.20
H: -1.44 -0.02 4.27

Calculated values
Gap between HOMO and LUMO   10.51 eV
Net charge   0
HOMO level   -0.391 Eh
ΔE to the lowest compared entry with this formula, charge and spin   106.7 kcal/mol